{"formula": "C21H24Ge2NiO4S", "method": "ωB97M-V with the def2-TZVPD basis set", "symbols": ["Ni", "O", "S", "O", "O", "O", "C", "Ge", "C", "C", "Ge", "C", "C", "C", "C", "C", "C", "C", "C", "C", "C", "C", "C", "H", "H", "H", "H", "H", "H", "H", "H", "H", "H", "H", "H", "H", "H", "H", "H", "H", "H", "H", "C", "C", "C", "C", "C", "C", "H", "H", "H", "H", "H"], "coordinates": [[-1.73092, 0.90304, 0.79535], [-1.29528, 4.14371, -0.85425], [-2.13512, 3.38634, 0.05685], [-3.24539, 4.12773, 0.59293], [-1.27290, 2.77213, 1.16882], [-2.58352, 2.06420, -0.58552], [1.71214, -1.95571, 2.24787], [1.16188, -1.83972, 0.35486], [-0.18353, -3.19913, -0.09530], [2.78579, -2.32513, -0.67066], [0.38393, 0.41078, -0.18953], [0.03258, 0.51123, -2.11746], [-0.30628, 1.69814, -2.76717], [-0.48827, 1.71662, -4.14090], [-0.34472, 0.55666, -4.88964], [-0.02283, -0.63167, -4.25675], [0.15966, -0.64970, -2.87985], [1.74494, 1.71908, 0.34608], [1.62198, 3.09428, 0.14555], [2.66440, 3.94505, 0.47498], [3.84112, 3.44890, 1.01800], [3.97481, 2.08864, 1.23402], [2.93020, 1.23480, 0.90030], [1.45629, -2.93894, 2.64604], [1.24801, -1.19881, 2.87679], [2.79199, -1.82984, 2.32453], [-0.07554, -4.05538, 0.57286], [-0.03676, -3.54227, -1.11907], [-1.19849, -2.81934, 0.00398], [3.06786, -3.34222, -0.38815], [3.62363, -1.66616, -0.44922], [2.61779, -2.30466, -1.74614], [-0.46020, 2.60786, -2.20187], [-0.75881, 2.64678, -4.62448], [-0.49358, 0.57925, -5.96273], [0.08159, -1.54697, -4.82737], [0.39943, -1.59581, -2.40705], [0.70646, 3.50812, -0.25286], [2.54806, 5.00929, 0.31420], [4.64843, 4.12364, 1.27768], [4.88395, 1.68608, 1.66376], [3.05859, 0.17406, 1.08520], [-4.10985, -2.69248, 2.77691], [-4.64463, -1.67207, 2.00805], [-3.80791, -0.71486, 1.44391], [-2.41801, -0.74126, 1.63114], [-1.91270, -1.78167, 2.40879], [-2.73737, -2.73982, 2.97998], [-4.75513, -3.44516, 3.21380], [-5.71302, -1.61742, 1.83696], [-4.25950, 0.07088, 0.84273], [-0.84930, -1.85216, 2.59852], [-2.30598, -3.52891, 3.58456]], "forces_ev_per_angstrom": [[-0.3, 0.8, 0.2], [0.1, 0.0, -0.1], [0.0, -0.6, -0.1], [-0.1, 0.1, 0.1], [0.2, -0.1, 0.3], [-0.1, 0.0, -0.1], [0.0, -0.1, 0.0], [0.2, 0.1, -0.1], [0.0, 0.0, 0.1], [-0.1, -0.1, 0.1], [-0.1, -0.1, 0.0], [0.0, -0.1, 0.0], [0.0, 0.0, 0.1], [0.0, 0.0, 0.0], [0.0, 0.0, -0.1], [0.0, -0.1, 0.0], [0.0, -0.1, 0.0], [0.1, -0.1, 0.1], [-0.1, -0.1, -0.1], [0.0, 0.1, 0.0], [0.1, 0.1, 0.0], [0.0, -0.1, 0.0], [0.0, 0.0, 0.0], [0.0, 0.0, 0.0], [-0.1, 0.0, 0.0], [0.0, 0.0, 0.0], [0.0, 0.0, 0.0], [0.0, 0.0, 0.0], [0.0, 0.0, 0.0], [0.0, 0.0, 0.0], [0.0, 0.1, 0.0], [-0.1, 0.0, 0.0], [0.0, 0.0, 0.0], [0.0, 0.0, 0.0], [0.0, 0.0, 0.0], [0.0, 0.0, 0.0], [0.0, 0.0, 0.0], [-0.1, 0.0, 0.0], [0.0, 0.0, 0.0], [0.0, 0.0, 0.0], [0.0, 0.0, 0.0], [0.0, 0.0, 0.0], [0.0, 0.0, 0.0], [0.0, 0.0, 0.0], [0.0, 0.1, 0.0], [0.2, 0.0, -0.5], [0.1, 0.1, 0.1], [-0.1, 0.0, 0.0], [0.0, 0.0, 0.0], [0.0, 0.0, 0.0], [0.0, 0.0, 0.0], [0.0, 0.0, 0.0], [0.0, 0.0, 0.0]], "lowdin_charge": [0.457, -0.362, 0.313, -0.330, -0.429, -0.420, -0.268, 0.688, -0.250, -0.250, 0.965, -0.314, -0.089, -0.077, -0.105, -0.103, -0.134, -0.311, -0.088, -0.077, -0.106, -0.103, -0.136, 0.015, 0.013, 0.009, 0.018, 0.009, 0.006, 0.014, 0.006, 0.005, 0.072, 0.103, 0.094, 0.094, 0.053, 0.067, 0.103, 0.094, 0.094, 0.050, -0.117, -0.107, -0.124, -0.204, -0.156, -0.109, 0.091, 0.094, 0.094, 0.052, 0.093], "s2": 0.970, "multiplicity": 2, "fmax_ev_per_a": 0.89, "relative_energy_ev": 0.687, "orbital_gap_ev": [7.50, 8.45], "total_charge": -1}